# 1
Here is C24H36Cl5N2SSi4Tl as an isolated structure at a distorted geometry from the Open Molecules 2025 dataset. Energies are from ωB97M-V with the def2-TZVPD basis set.

- spin multiplicity = 1
- total energy (eV) = -138105.654
- E_HOMO (eV) = -0.95
- frontier orbital gap (eV) = 4.53
- charge = -2

Each line ends with the Löwdin charge.
Cartesian coordinates (Å):
Tl: -0.141 -3.169 -0.096  0.7701
C: 1.200 -3.427 2.333  -0.2577
C: 1.847 -2.299 1.785  -0.2458
C: 2.696 -2.744 0.750  -0.2553
C: 2.576 -4.141 0.655  -0.2699
C: 1.642 -4.570 1.624  -0.2631
H: 0.580 -3.437 3.219  0.0844
H: 1.763 -1.281 2.132  0.0693
H: 3.368 -2.119 0.177  0.0737
H: 3.115 -4.789 -0.025  0.0653
H: 1.400 -5.598 1.857  0.0781
Cl: -2.308 -0.664 0.435  0.6000
C: -3.264 -2.064 0.875  -0.7133
C: -2.629 -3.290 1.086  -0.2553
C: -3.494 -4.323 1.420  -0.7325
Cl: -2.803 -5.901 1.705  0.5947
C: -4.873 -4.185 1.555  -0.7178
Cl: -5.886 -5.523 2.009  0.5985
C: -5.455 -2.944 1.320  -0.7254
Cl: -7.169 -2.740 1.443  0.6126
C: -4.641 -1.872 0.970  -0.7154
Cl: -5.360 -0.328 0.644  0.6253
S: -0.193 -6.234 -1.657  0.5713
C: -0.072 -5.042 -2.805  -0.9662
N: 1.202 -4.734 -3.281  0.0602
C: 1.421 -3.744 -4.167  -0.0716
C: 0.360 -3.047 -4.654  -0.0579
C: -0.909 -3.374 -4.142  -0.1169
N: -1.118 -4.325 -3.265  0.0607
H: 1.963 -5.198 -2.807  0.1273
H: 2.446 -3.552 -4.448  0.1281
H: 0.497 -2.254 -5.373  0.0987
H: -1.791 -2.823 -4.450  0.1161
C: 3.315 1.966 -1.728  -0.2522
Si: 2.641 2.649 -0.074  0.2645
C: 2.960 4.541 -0.211  -0.2414
C: 3.893 2.082 1.246  -0.2445
Si: 0.495 1.847 0.322  0.3327
Si: -0.813 2.823 -1.339  0.2653
C: -2.691 2.534 -1.178  -0.2499
C: -0.713 4.717 -1.662  -0.2458
C: -0.334 2.061 -3.025  -0.2490
Si: -0.129 2.569 2.446  0.2656
C: 0.080 4.425 2.910  -0.2488
C: -1.957 2.201 2.831  -0.2443
C: 0.866 1.651 3.787  -0.2389
H: 4.406 1.888 -1.738  0.0086
H: 3.015 2.596 -2.570  0.0032
H: 2.907 0.968 -1.906  0.0090
H: 3.981 4.792 -0.521  0.0086
H: 2.766 5.031 0.747  0.0026
H: 2.275 4.983 -0.938  -0.0142
H: 4.919 2.382 1.013  0.0123
H: 3.870 0.993 1.340  0.0161
H: 3.637 2.497 2.225  0.0000
H: -3.033 2.767 -0.167  -0.0015
H: -2.941 1.488 -1.364  -0.0138
H: -3.266 3.150 -1.876  0.0147
H: -1.119 5.268 -0.809  0.0097
H: -1.257 5.032 -2.560  0.0077
H: 0.329 5.026 -1.778  -0.0157
H: -0.301 0.971 -2.947  0.0100
H: 0.661 2.395 -3.331  -0.0005
H: -1.037 2.322 -3.823  0.0116
H: -0.567 5.046 2.286  0.0059
H: 1.111 4.744 2.734  -0.0032
H: -0.161 4.632 3.959  0.0059
H: -2.604 2.569 2.032  -0.0030
H: -2.290 2.653 3.770  0.0150
H: -2.116 1.123 2.902  0.0018
H: 1.939 1.817 3.661  -0.0018
H: 0.697 0.574 3.712  0.0127
H: 0.595 1.963 4.800  0.0144

=====

# 2
Here is C24H36ClF6N6O6S2Zn as an isolated structure at a distorted geometry from the Open Molecules 2025 dataset. Energies are from ωB97M-V with the def2-TZVPD basis set.

- spin multiplicity = 1
- total energy (eV) = -145608.384
- E_HOMO (eV) = -10.48
- frontier orbital gap (eV) = 7.88
- energy above the lowest of the compared OMol25 structures with the same formula, charge and spin (eV) = 0.000
- charge = +1

Each line ends with the Löwdin charge.
Cartesian coordinates (Å):
Zn: 0.203 -0.123 -0.812  0.8334
C: 2.949 -0.500 -2.539  -0.0717
N: 2.587 0.565 -1.608  -0.2874
C: 3.739 0.860 -0.773  -0.0767
C: 2.189 1.746 -2.367  -0.1860
C: 0.896 1.525 -3.119  -0.2642
C: 0.706 2.173 -4.335  -0.0473
C: -0.460 1.996 -5.058  -0.0813
C: -1.436 1.147 -4.566  -0.0879
C: -1.246 0.495 -3.356  -0.1438
C: -0.092 0.684 -2.605  -0.1782
H: 3.172 -1.403 -1.977  0.0647
H: 3.827 -0.227 -3.144  0.1028
H: 2.108 -0.697 -3.199  0.0908
H: 4.594 1.212 -1.370  0.0992
H: 4.035 -0.045 -0.248  0.0745
H: 3.490 1.628 -0.043  0.0675
H: 2.070 2.586 -1.672  0.1072
H: 2.980 2.029 -3.082  0.1281
H: 1.481 2.822 -4.718  0.1091
H: -0.600 2.497 -6.004  0.1032
H: -2.351 0.983 -5.115  0.1040
H: -2.013 -0.172 -2.994  0.0720
N: -2.625 -3.656 2.488  0.0555
C: -2.163 -2.471 3.259  -0.0847
C: -2.093 -1.268 2.302  -0.1994
N: -1.232 -1.520 1.172  -0.0709
C: -1.668 -2.691 0.445  -0.1955
C: -1.702 -3.929 1.349  -0.0856
H: -3.556 -3.439 2.107  0.1896
H: -2.708 -4.475 3.099  0.1887
H: -1.169 -2.687 3.655  0.1423
H: -2.856 -2.268 4.076  0.1367
H: -1.732 -0.402 2.857  0.1073
H: -3.102 -1.027 1.944  0.1057
H: -0.257 -1.672 1.494  0.0521
H: -0.967 -2.862 -0.371  0.1197
H: -2.652 -2.498 0.009  0.1155
H: -0.702 -4.119 1.745  0.1388
H: -2.048 -4.806 0.805  0.1369
Cl: 7.320 -4.389 -0.394  0.6870
C: 5.733 -3.767 -0.098  -0.6644
C: 5.532 -2.867 0.938  -0.0923
C: 4.256 -2.396 1.188  -0.0334
C: 3.186 -2.786 0.391  -0.1544
C: 3.408 -3.673 -0.659  -0.0306
C: 4.674 -4.178 -0.897  -0.0887
C: 1.819 -2.197 0.622  -0.5908
O: 1.385 -2.080 1.781  -0.0045
O: 1.187 -1.867 -0.424  -0.0950
H: 6.364 -2.545 1.544  0.1077
H: 4.077 -1.720 2.011  0.1192
H: 2.578 -3.978 -1.278  0.1224
H: 4.849 -4.880 -1.698  0.1089
N: -0.797 4.488 1.354  0.1771
C: 0.219 3.547 1.900  -0.1249
C: 0.719 2.580 0.802  -0.2318
N: 0.562 1.165 1.098  0.0334
H: -0.909 5.314 1.949  0.1724
H: -1.762 4.020 1.295  0.0800
H: -0.547 4.781 0.406  0.1706
H: -0.265 2.979 2.697  0.1075
H: 1.045 4.126 2.317  0.1302
H: 1.774 2.770 0.595  0.1018
H: 0.142 2.764 -0.108  0.0916
H: -0.361 1.010 1.497  0.0397
H: 1.250 0.843 1.775  0.1102
F: -5.195 2.392 -0.986  0.1402
C: -4.196 1.809 -1.646  -0.6441
F: -4.718 0.915 -2.475  0.1561
F: -3.569 2.745 -2.353  0.1544
S: -3.009 0.986 -0.428  0.6115
O: -2.823 -0.346 -0.887  -0.2812
O: -1.874 1.865 -0.340  -0.3290
N: -3.824 1.036 0.936  -0.2768
S: -3.271 2.131 1.903  0.6401
O: -2.055 1.780 2.588  -0.3106
O: -3.241 3.488 1.399  -0.2921
C: -4.582 2.065 3.232  -0.6632
F: -4.269 2.872 4.243  0.1567
F: -4.627 0.815 3.702  0.1330
F: -5.779 2.390 2.778  0.1717

=====

# 3
Here is C24H36GdN5O2SSi2 as an isolated structure from the Open Molecules 2025 dataset. Energies are from ωB97M-V with the def2-TZVPD basis set.

- spin multiplicity = 8
- total energy (eV) = -84442.357
- E_HOMO (spin up / spin down) (eV) = -6.64 / -6.87
- frontier orbital gap (spin up / spin down) (eV) = 6.57 / 6.95
- energy above the lowest of the compared OMol25 structures with the same formula, charge and spin (eV) = 0.641
- charge = 0

Each line ends with the Löwdin spin population.
Cartesian coordinates (Å):
Gd: 0.438 0.731 -0.072  7.3503
C: 4.192 1.639 -0.404  -0.0120
Si: 3.159 0.504 0.724  -0.0725
C: 4.072 0.571 2.373  -0.0200
C: 3.664 -1.152 -0.128  -0.0183
C: 5.015 -1.501 0.002  -0.0020
C: 5.600 -2.507 -0.756  -0.0046
C: 4.836 -3.181 -1.699  -0.0004
C: 3.484 -2.880 -1.824  -0.0063
C: 2.866 -1.901 -1.033  -0.0235
Si: 0.961 -1.822 -1.056  -0.1352
C: 0.340 -3.079 -2.299  -0.0339
C: 0.642 -2.680 0.616  -0.0182
H: 5.222 1.268 -0.425  -0.0023
H: 4.224 2.693 -0.100  -0.0001
H: 3.804 1.599 -1.428  0.0000
H: 5.147 0.715 2.222  -0.0027
H: 3.923 -0.357 2.936  0.0000
H: 3.706 1.394 2.996  -0.0006
H: 5.638 -0.960 0.711  -0.0004
H: 6.648 -2.752 -0.620  -0.0003
H: 5.283 -3.944 -2.327  0.0000
H: 2.894 -3.440 -2.545  -0.0008
H: 0.721 -4.070 -2.040  -0.0050
H: 0.634 -2.845 -3.328  -0.0001
H: -0.755 -3.112 -2.275  -0.0005
H: 1.284 -3.565 0.678  -0.0035
H: -0.403 -2.989 0.736  0.0001
H: 0.890 -2.037 1.469  -0.0005
O: 1.284 2.796 -1.149  0.0052
S: 1.911 4.129 -0.795  0.0010
C: 2.119 4.219 0.997  -0.0004
C: 1.797 5.667 1.331  0.0000
C: 0.459 5.953 0.639  0.0000
C: 0.537 5.334 -0.763  0.0002
H: 3.123 3.890 1.261  -0.0002
H: 1.386 3.533 1.415  -0.0002
H: 2.579 6.323 0.933  0.0000
H: 1.754 5.828 2.408  0.0000
H: 0.251 7.019 0.587  0.0000
H: -0.350 5.488 1.202  0.0000
H: 0.737 6.069 -1.542  0.0000
H: -0.342 4.750 -1.036  0.0001
N: -1.016 1.282 -2.467  0.0006
C: -1.881 1.541 -1.408  0.0044
O: -1.374 2.130 -0.412  0.0025
C: -3.187 1.039 -1.462  -0.0001
C: -4.052 1.134 -0.327  0.0001
N: -4.771 1.184 0.576  0.0001
C: -3.674 0.408 -2.648  0.0000
N: -4.069 -0.112 -3.601  0.0000
H: -0.381 2.044 -2.661  0.0005
H: -1.466 0.905 -3.287  0.0000
N: -1.370 -0.267 1.346  -0.0019
C: -2.313 -0.930 1.266  0.0011
N: -3.405 -1.651 1.201  0.0004
C: -4.484 -1.486 2.196  0.0001
C: -5.094 -2.842 2.511  0.0000
C: -5.429 -3.647 1.225  0.0000
C: -5.131 -2.849 -0.046  0.0000
C: -3.685 -2.388 -0.063  0.0000
H: -5.222 -0.788 1.810  0.0000
H: -4.053 -1.037 3.086  0.0000
H: -5.994 -2.665 3.102  0.0000
H: -4.406 -3.408 3.139  0.0000
H: -6.476 -3.948 1.231  0.0000
H: -4.840 -4.566 1.202  0.0000
H: -5.795 -1.984 -0.121  0.0000
H: -5.299 -3.455 -0.936  0.0000
H: -3.490 -1.739 -0.918  -0.0001
H: -3.013 -3.246 -0.126  0.0000

=====

# 4
Here is an isolated molecule of C24H36N4O5S at a distorted geometry from the Open Molecules 2025 dataset. Energies are from ωB97M-V with the def2-TZVPD basis set.

- spin multiplicity = 1
- total energy (eV) = -52505.288
- E_HOMO (eV) = -7.64
- frontier orbital gap (eV) = 8.20
- energy above the lowest of the compared OMol25 structures with the same formula, charge and spin (eV) = 0.725
- charge = 0

Each line ends with the Löwdin charge.
Cartesian coordinates (Å):
C: -1.433 -8.028 -2.705  -0.0611
C: -2.199 -6.779 -2.296  -0.2587
O: -1.302 -5.691 -2.367  -0.0845
C: -1.717 -4.451 -1.958  -0.1940
C: -3.022 -4.168 -1.577  -0.0082
C: -3.422 -2.899 -1.199  -0.0113
C: -2.497 -1.867 -1.191  -0.2144
C: -1.181 -2.139 -1.551  0.0658
C: -0.768 -3.407 -1.934  -0.1972
O: 0.540 -3.481 -2.312  -0.0359
C: 1.282 -4.680 -2.167  -0.2356
C: 1.391 -5.128 -0.714  -0.0568
H: 0.414 -5.413 -0.330  0.0697
H: 2.058 -5.983 -0.644  0.0761
H: 1.784 -4.320 -0.102  0.0804
H: 2.270 -4.415 -2.553  0.1233
H: 0.860 -5.479 -2.783  0.1087
H: -0.439 -1.355 -1.544  0.1249
N: -2.807 -0.552 -0.829  0.1367
C: -3.973 -0.048 -0.378  -0.4474
O: -5.018 -0.645 -0.227  0.0655
C: -3.827 1.443 -0.015  -0.0679
N: -3.073 1.606 1.211  -0.1127
C: -1.729 1.737 1.178  -0.2751
N: -1.138 1.590 -0.022  0.0989
C: 0.172 1.724 -0.117  -0.1004
C: 0.981 2.007 0.963  -0.2673
C: 0.390 2.158 2.214  -0.0299
C: -0.972 2.032 2.335  0.0178
H: -1.453 2.166 3.289  0.1025
H: 1.017 2.374 3.065  0.1158
S: 2.754 2.121 0.812  0.6717
O: 3.338 1.185 1.728  -0.2807
O: 3.090 1.998 -0.581  -0.2761
N: 3.005 3.670 1.368  -0.2000
C: 2.467 4.674 0.467  -0.4389
C: 3.490 5.202 -0.540  -0.0436
H: 3.906 4.365 -1.095  0.0722
H: 4.291 5.740 -0.039  0.0789
H: 3.002 5.878 -1.238  0.0828
C: 1.801 5.803 1.254  -0.0378
H: 2.538 6.393 1.792  0.0752
H: 1.267 6.460 0.572  0.0814
H: 1.094 5.391 1.970  0.0767
H: 1.689 4.144 -0.094  0.1230
C: 4.158 3.972 2.208  -0.4136
C: 3.881 3.488 3.631  -0.0523
H: 3.758 2.409 3.627  0.0657
H: 2.976 3.952 4.017  0.0748
H: 4.713 3.749 4.281  0.0800
C: 5.455 3.368 1.668  -0.0474
H: 5.625 3.678 0.640  0.0746
H: 6.296 3.691 2.277  0.0835
H: 5.391 2.284 1.694  0.0702
H: 4.257 5.063 2.224  0.1340
H: 0.604 1.592 -1.099  0.1250
C: -3.794 1.437 2.451  -0.0347
H: -3.240 0.796 3.137  0.0944
H: -3.985 2.399 2.936  0.0967
H: -4.746 0.956 2.237  0.0945
H: -4.822 1.869 0.125  0.1313
H: -3.309 1.971 -0.817  0.1238
H: -2.024 0.104 -0.848  0.0993
H: -4.445 -2.714 -0.918  0.0990
H: -3.764 -4.951 -1.587  0.1044
H: -3.047 -6.617 -2.976  0.1263
H: -2.584 -6.888 -1.272  0.1277
H: -0.594 -8.187 -2.032  0.0761
H: -1.050 -7.914 -3.715  0.0785
H: -2.089 -8.893 -2.667  0.0753